(1)
{"formula": "C34H36N2O6", "method": "ωB97M-V/def2-TZVPD", "species": ["C", "O", "C", "C", "C", "C", "C", "C", "O", "C", "C", "C", "C", "C", "C", "O", "C", "C", "C", "C", "C", "N", "C", "C", "C", "C", "C", "O", "C", "C", "O", "C", "C", "C", "C", "C", "O", "C", "C", "N", "C", "C", "H", "H", "H", "H", "H", "H", "H", "H", "H", "H", "H", "H", "H", "H", "H", "H", "H", "H", "H", "H", "H", "H", "H", "H", "H", "H", "H", "H", "H", "H", "H", "H", "H", "H", "H", "H"], "xyz": [[-0.4011, 2.6368, 3.9936], [-0.7782, 2.4362, 2.6583], [-0.1830, 3.2114, 1.6912], [0.7202, 4.2313, 1.9195], [1.2904, 4.9382, 0.8621], [0.9417, 4.6155, -0.4415], [-0.0153, 3.6330, -0.6704], [-0.5707, 2.9169, 0.3716], [-1.4746, 1.9418, 0.1102], [1.6449, 5.2560, -1.6141], [2.7270, 4.2879, -2.1678], [2.1406, 2.9778, -2.5916], [1.5692, 2.8206, -3.8484], [0.9633, 1.6336, -4.2107], [0.9167, 0.5760, -3.3098], [0.3521, -0.5972, -3.7484], [-0.2916, -1.4260, -2.8448], [-1.1196, -0.9651, -1.8345], [-1.7977, -1.8629, -1.0158], [-2.6728, -1.3542, 0.0952], [-1.9313, -1.3591, 1.4512], [-0.8001, -0.4449, 1.3530], [0.2537, -0.7308, 2.3030], [0.8489, -2.1191, 2.0569], [-0.2535, -3.1389, 2.1301], [0.0403, -4.4508, 2.4944], [-0.9602, -5.3925, 2.6188], [-0.7878, -6.7168, 2.9612], [0.5218, -7.1777, 3.1728], [-2.2951, -5.0083, 2.4076], [-3.3029, -5.9101, 2.5549], [-2.5801, -3.7066, 2.0488], [-1.5670, -2.7675, 1.8772], [-1.6296, -3.2255, -1.2284], [-0.8063, -3.6919, -2.2363], [-0.1318, -2.8008, -3.0574], [0.6672, -3.2573, -4.0575], [1.5047, 0.7099, -2.0587], [2.1075, 1.9029, -1.7107], [2.2708, 6.5328, -1.2978], [3.0412, 6.4917, -0.0689], [2.2101, 6.0950, 1.1569], [0.6718, 2.4709, 4.1392], [-0.6613, 3.6427, 4.3403], [-0.9605, 1.9030, 4.5718], [1.0039, 4.4982, 2.9264], [-0.3369, 3.4052, -1.6741], [-1.5070, 1.3365, 0.8796], [0.9226, 5.4342, -2.4187], [3.4718, 4.1111, -1.3926], [3.2100, 4.7887, -3.0078], [1.5924, 3.6410, -4.5508], [0.5184, 1.5089, -5.1859], [-1.2482, 0.1000, -1.6982], [-2.9753, -0.3285, -0.1195], [-3.5652, -1.9735, 0.1755], [-2.6132, -0.9488, 2.2132], [-0.4082, -0.5226, 0.4169], [-0.1693, -0.6805, 3.3104], [1.0189, 0.0443, 2.2070], [1.3117, -2.1416, 1.0637], [1.6244, -2.3480, 2.7907], [1.0703, -4.7141, 2.6798], [1.1385, -7.0537, 2.2771], [0.9956, -6.6639, 4.0154], [0.4288, -8.2379, 3.4036], [-2.9064, -6.7564, 2.8019], [-3.6145, -3.4379, 1.9045], [-2.1524, -3.9323, -0.6034], [-0.6773, -4.7483, -2.4079], [1.0185, -2.4875, -4.5281], [1.4928, -0.1198, -1.3667], [2.5580, 2.0006, -0.7338], [1.5489, 7.2420, -1.2106], [3.8577, 5.7800, -0.2069], [3.4852, 7.4792, 0.0820], [2.8703, 5.8537, 1.9929], [1.5926, 6.9472, 1.4652]], "forces_ev_per_angstrom": [[0.1, 0.0, 0.3], [0.0, 0.2, -0.6], [-0.1, -0.2, 0.0], [-0.1, -0.1, 0.1], [0.0, 0.0, -0.1], [-0.1, 0.1, 0.1], [-0.3, 0.0, 0.4], [0.1, 0.1, 0.1], [-0.2, 0.2, 0.0], [0.2, -0.1, -0.1], [-0.3, 0.2, 0.0], [0.3, -0.1, -0.1], [0.1, 0.0, 0.2], [-0.2, -0.4, 0.1], [0.3, 0.5, 0.1], [-0.1, -0.3, -0.1], [-0.1, -0.3, 0.1], [0.0, -0.1, -0.2], [-0.1, 0.1, -0.1], [0.2, 0.0, 0.2], [-0.3, 0.0, 0.1], [-0.1, 0.0, -0.2], [0.4, -0.1, 0.0], [-0.2, 0.2, 0.0], [-0.1, 0.1, -0.1], [-0.1, -0.2, 0.0], [-0.1, -0.2, 0.0], [-0.5, 0.5, -0.2], [0.3, -0.1, 0.1], [0.2, 0.0, 0.0], [0.0, -0.1, 0.0], [0.1, -0.3, 0.1], [0.2, 0.0, 0.2], [0.0, 0.0, -0.1], [0.1, 0.1, -0.2], [0.0, 0.5, 0.1], [0.0, 0.0, -0.1], [-0.1, -0.3, -0.1], [0.1, 0.0, -0.2], [-0.2, 0.2, -0.2], [0.0, 0.1, 0.3], [0.1, 0.1, -0.2], [0.0, 0.0, 0.0], [0.0, 0.0, 0.0], [0.1, 0.1, 0.0], [0.0, 0.0, 0.1], [0.0, -0.1, -0.2], [0.2, -0.2, 0.0], [0.1, 0.0, 0.1], [0.1, 0.0, 0.0], [0.1, 0.0, 0.0], [0.0, 0.1, -0.1], [-0.1, 0.0, -0.1], [0.0, 0.1, 0.0], [-0.1, 0.0, 0.0], [-0.1, 0.1, 0.0], [0.0, -0.1, -0.1], [0.0, 0.0, 0.0], [0.1, 0.0, 0.0], [0.0, 0.0, 0.1], [0.1, 0.1, 0.0], [0.0, 0.0, 0.0], [0.1, -0.1, 0.0], [0.0, 0.0, 0.0], [0.0, 0.0, 0.0], [0.1, 0.1, 0.0], [0.0, 0.0, 0.0], [-0.2, 0.0, 0.0], [-0.1, -0.1, 0.1], [0.0, -0.1, 0.0], [0.0, -0.1, 0.1], [0.0, -0.1, 0.1], [0.0, 0.0, 0.1], [0.1, -0.1, 0.0], [0.0, 0.1, 0.1], [0.1, -0.1, 0.0], [0.0, 0.0, 0.0], [0.1, 0.0, 0.0]], "multiplicity": 1, "homo_energy_ev": -7.7, "smiles": "COc1cc2c(cc1O)[C@H](Cc1ccc(Oc3cc(C[C@@H]4NCCc5cc(OC)c(O)cc54)ccc3O)cc1)NCC2"}

***

(2)
{"formula": "C34H36N5PdSSb", "method": "ωB97M-V/def2-TZVPD", "species": ["Pd", "C", "C", "N", "C", "C", "S", "C", "C", "N", "H", "H", "H", "H", "H", "H", "H", "H", "H", "H", "H", "H", "H", "H", "N", "C", "C", "C", "C", "C", "C", "C", "N", "C", "C", "N", "C", "H", "H", "H", "H", "H", "H", "H", "C", "C", "C", "C", "C", "C", "Sb", "C", "C", "C", "C", "C", "C", "C", "C", "C", "C", "C", "C", "H", "H", "H", "H", "H", "H", "H", "H", "H", "H", "H", "H", "H", "H", "H"], "xyz": [[0.0259, -1.1163, 0.9848], [-2.2079, -2.3721, 2.8539], [-2.4239, -0.8706, 2.7785], [-1.1683, -0.1222, 2.5441], [-0.3127, 0.1556, 3.7178], [0.4594, -1.0411, 4.2478], [1.3022, -2.0117, 2.9529], [0.5361, -3.6574, 3.1053], [-0.4998, -3.9794, 2.0319], [-1.3730, -2.8338, 1.7347], [-3.1812, -2.8641, 2.8569], [-1.7274, -2.6456, 3.7893], [-2.9145, -0.5169, 3.6888], [-3.0858, -0.6449, 1.9419], [-1.4045, 0.7795, 2.1401], [-0.9110, 0.5713, 4.5332], [0.3868, 0.9278, 3.4059], [-0.1639, -1.7241, 4.8209], [1.2355, -0.6773, 4.9188], [0.1346, -3.7228, 4.1149], [1.3509, -4.3765, 3.0455], [-1.0631, -4.8594, 2.3541], [0.0047, -4.2432, 1.1039], [-1.9529, -3.0619, 0.9350], [-7.4987, 0.0918, -6.8403], [-6.6302, -0.1813, -6.1391], [-5.5347, -0.5235, -5.2574], [-5.6848, -0.3859, -3.8805], [-4.6422, -0.7208, -3.0342], [-3.4508, -1.1756, -3.5726], [-3.2860, -1.3124, -4.9387], [-4.3347, -0.9908, -5.7833], [-2.3556, -1.5105, -2.6994], [-1.4517, -2.5337, -2.8807], [-0.5934, -2.4688, -1.8323], [-0.9554, -1.4147, -1.0119], [-2.0184, -0.8659, -1.5657], [-6.6236, -0.0314, -3.4769], [-4.7761, -0.6497, -1.9614], [-2.3410, -1.6404, -5.3534], [-4.2199, -1.0891, -6.8545], [-1.5090, -3.2169, -3.7116], [0.2582, -3.0977, -1.6315], [-2.5280, 0.0201, -1.2196], [5.6304, 1.4410, 3.2311], [4.3714, 1.7780, 3.7165], [3.2515, 1.6041, 2.9140], [3.3952, 1.0930, 1.6233], [4.6558, 0.7582, 1.1367], [5.7731, 0.9360, 1.9461], [1.7039, 0.8379, 0.4034], [0.7835, 2.7188, 0.5731], [1.5527, 3.8634, 0.7788], [0.9287, 5.1031, 0.8640], [-0.4532, 5.2002, 0.7549], [-1.2228, 4.0611, 0.5537], [-0.6039, 2.8209, 0.4616], [2.5249, 0.7655, -1.5236], [2.5437, -0.4436, -2.2158], [3.1180, -0.5068, -3.4798], [3.6635, 0.6372, -4.0482], [3.6409, 1.8443, -3.3590], [3.0726, 1.9135, -2.0939], [6.5040, 1.5829, 3.8549], [4.2655, 2.1893, 4.7126], [2.2804, 1.9136, 3.2872], [4.7768, 0.3710, 0.1314], [6.7558, 0.6843, 1.5679], [2.6299, 3.7973, 0.8809], [1.5239, 5.9947, 1.0166], [-0.9324, 6.1687, 0.8233], [-2.2986, 4.1430, 0.4606], [-1.2057, 1.9359, 0.2703], [2.1213, -1.3403, -1.7741], [3.1433, -1.4454, -4.0185], [4.1109, 0.5893, -5.0334], [4.0676, 2.7333, -3.8067], [3.0571, 2.8610, -1.5655]], "forces_ev_per_angstrom": [[-0.1, -0.5, 0.3], [0.0, 0.0, 0.0], [0.0, 0.1, 0.0], [0.0, 0.1, -0.1], [-0.1, 0.0, 0.0], [0.0, 0.0, 0.0], [0.2, 0.2, -0.1], [0.0, 0.0, 0.0], [-0.1, 0.1, 0.1], [0.1, -0.1, -0.1], [0.0, 0.0, 0.0], [0.0, 0.0, 0.0], [0.0, 0.0, 0.0], [0.0, 0.0, 0.0], [0.0, 0.0, 0.0], [0.0, 0.0, 0.0], [0.0, 0.0, 0.0], [0.0, 0.0, 0.0], [0.0, 0.0, 0.0], [0.0, 0.0, 0.0], [0.0, 0.0, 0.0], [0.0, 0.0, 0.0], [0.0, 0.0, -0.1], [0.0, 0.0, 0.0], [0.1, 0.0, 0.1], [0.1, 0.0, 0.1], [-0.2, 0.1, -0.1], [-0.1, 0.0, 0.0], [-0.1, 0.0, 0.1], [0.2, -0.1, 0.2], [0.1, 0.0, -0.2], [0.0, 0.0, -0.1], [-0.2, 0.0, -0.2], [-0.1, 0.1, 0.0], [0.0, 0.1, 0.1], [0.0, 0.0, 0.0], [0.1, 0.1, -0.1], [0.0, 0.0, 0.0], [0.0, 0.0, 0.0], [0.0, 0.0, 0.0], [0.0, 0.0, 0.0], [0.0, 0.1, 0.0], [0.0, 0.0, 0.0], [0.0, -0.1, 0.0], [0.0, 0.0, 0.0], [0.0, 0.0, 0.0], [0.2, 0.0, 0.0], [0.0, 0.0, 0.1], [0.0, 0.0, 0.1], [0.0, 0.0, 0.0], [0.1, 0.1, -0.1], [0.0, 0.1, 0.0], [-0.2, 0.0, 0.0], [0.0, 0.0, 0.0], [0.0, 0.0, 0.0], [0.0, 0.0, 0.0], [0.1, 0.1, 0.0], [0.0, 0.0, -0.1], [0.1, 0.1, 0.0], [0.0, 0.0, 0.0], [0.0, 0.0, 0.0], [0.0, 0.0, 0.0], [0.0, -0.1, -0.1], [0.0, 0.0, 0.0], [0.0, 0.0, 0.0], [0.0, 0.0, 0.0], [0.0, 0.0, 0.0], [0.0, 0.0, 0.0], [0.0, 0.0, 0.0], [0.0, 0.0, 0.0], [0.0, 0.0, 0.0], [0.0, 0.0, 0.0], [0.0, 0.0, 0.0], [0.0, 0.0, 0.0], [0.0, 0.0, 0.0], [0.0, 0.0, 0.0], [0.0, 0.0, 0.0], [0.0, 0.0, 0.0]], "total_charge": 2, "multiplicity": 3, "homo_energy_ev": [-13.2, -14.0]}

***

(3)
{"formula": "C34H37As2FINOPPt", "method": "ωB97M-V/def2-TZVPD", "species": ["Pt", "I", "C", "C", "C", "C", "C", "C", "C", "C", "C", "P", "C", "C", "C", "C", "C", "C", "C", "C", "C", "C", "C", "C", "C", "H", "H", "H", "H", "H", "H", "H", "H", "H", "H", "H", "H", "H", "H", "H", "H", "C", "As", "C", "C", "C", "C", "C", "C", "C", "As", "C", "C", "H", "H", "H", "H", "H", "H", "H", "H", "H", "H", "H", "H", "H", "H", "H", "H", "C", "C", "N", "O", "H", "H", "H", "H", "H", "F"], "xyz": [[-0.2370, 0.3789, 0.8269], [-0.3468, -2.2915, 1.8604], [-1.3510, -3.7533, 0.7909], [-1.7424, -4.8104, 1.5538], [-2.2619, -5.9607, 0.9209], [-2.3436, -5.9886, -0.4329], [-1.9772, -4.8661, -1.2193], [-2.1223, -4.9350, -2.6228], [-1.8308, -3.8697, -3.4136], [-1.3934, -2.6726, -2.8219], [-1.2092, -2.5660, -1.4578], [-0.7118, -0.8273, -1.1798], [-2.0623, 0.1549, -1.8091], [-1.8756, 1.4507, -2.2961], [-2.9587, 2.1935, -2.7256], [-4.2447, 1.6684, -2.6262], [-4.4429, 0.4006, -2.1063], [-3.3559, -0.3590, -1.6969], [0.7555, -0.6583, -2.2187], [0.7089, -0.0360, -3.4672], [1.8270, -0.0466, -4.2920], [2.9885, -0.6861, -3.8837], [3.0255, -1.3353, -2.6543], [1.9156, -1.3210, -1.8251], [-1.4783, -3.6788, -0.6098], [-1.6425, -4.7968, 2.6317], [-2.5631, -6.8085, 1.5203], [-2.7025, -6.8743, -0.9415], [-2.4795, -5.8599, -3.0589], [-1.9416, -3.9228, -4.4877], [-1.2126, -1.8296, -3.4754], [-0.8791, 1.8590, -2.3849], [-2.8119, 3.1767, -3.1555], [-5.0911, 2.2556, -2.9584], [-5.4434, -0.0018, -2.0220], [-3.5196, -1.3495, -1.2924], [-0.1985, 0.4352, -3.8203], [1.7777, 0.4219, -5.2666], [3.8557, -0.7020, -4.5312], [3.9179, -1.8727, -2.3571], [1.9383, -1.8708, -0.8897], [-0.7662, 3.8593, -0.2324], [0.5353, 2.5029, 0.0909], [1.6779, 2.4480, -1.4479], [1.6935, 3.0567, 1.4961], [1.8837, 4.3907, 1.8252], [2.8527, 4.7150, 2.7691], [3.6145, 3.7185, 3.3636], [3.4085, 2.3803, 3.0367], [2.4346, 2.0547, 2.1049], [2.0663, 0.2440, 1.5883], [3.6165, -0.1886, 0.5486], [2.2253, -0.8279, 3.1694], [-1.2876, 4.1078, 0.6887], [-1.4801, 3.5120, -0.9692], [-0.2169, 4.7192, -0.6152], [2.2507, 3.3750, -1.4304], [1.0983, 2.3875, -2.3648], [2.3411, 1.5916, -1.3921], [1.3028, 5.1780, 1.3619], [3.0133, 5.7510, 3.0368], [4.3721, 3.9798, 4.0907], [4.0114, 1.6222, 3.5221], [4.4570, 0.0767, 1.1918], [3.6517, 0.3934, -0.3642], [3.6563, -1.2486, 0.3159], [3.0512, -0.3962, 3.7333], [2.4701, -1.8486, 2.8887], [1.3187, -0.7926, 3.7632], [-0.6614, 1.6645, 5.1742], [-1.0317, 1.1404, 3.8251], [-2.2583, 0.7111, 3.6226], [-0.1508, 1.1250, 2.9051], [-0.8527, 0.9115, 5.9404], [-1.2717, 2.5377, 5.4098], [0.3871, 1.9461, 5.1904], [-2.9482, 0.7646, 4.3558], [-2.5316, 0.4239, 2.6844], [-2.2128, 0.1686, 1.0185]], "forces_ev_per_angstrom": [[-0.3, -2.7, 1.7], [0.2, 0.4, 0.4], [-0.1, 0.2, -0.2], [-0.1, -0.3, 0.0], [0.1, 0.1, 0.3], [0.0, 0.0, -0.2], [0.0, -0.1, 0.0], [-0.1, -0.2, 0.1], [0.1, 0.3, -0.1], [-0.1, -0.4, -0.1], [0.1, 0.1, 0.3], [0.7, 1.1, -0.5], [-0.3, -0.1, 0.1], [0.0, -0.1, -0.1], [-0.1, 0.0, 0.0], [0.0, 0.1, 0.0], [0.1, -0.1, 0.1], [-0.1, 0.0, -0.1], [-0.1, 0.0, -0.2], [0.1, 0.0, -0.1], [-0.1, 0.0, 0.0], [0.0, 0.0, 0.0], [0.1, 0.0, 0.0], [0.0, -0.1, -0.1], [-0.2, 0.0, -0.2], [0.0, 0.0, 0.0], [0.0, 0.0, 0.0], [0.0, 0.0, 0.0], [0.0, 0.0, 0.0], [0.0, 0.0, 0.0], [0.0, 0.0, 0.0], [0.0, 0.0, 0.0], [0.0, 0.0, 0.0], [0.0, 0.0, 0.0], [0.0, 0.0, 0.0], [0.0, 0.0, 0.0], [0.0, -0.1, 0.0], [0.0, 0.0, 0.0], [0.0, 0.0, 0.0], [0.0, 0.0, 0.0], [0.0, 0.0, 0.0], [-0.1, 0.1, 0.2], [-0.1, 0.3, -0.4], [-0.1, 0.1, -0.1], [0.0, 0.1, 0.0], [0.1, 0.0, 0.0], [0.0, 0.0, 0.0], [0.0, 0.0, 0.0], [0.0, 0.1, 0.0], [0.1, 0.1, 0.1], [0.5, 0.6, -0.3], [0.1, -0.3, 0.0], [0.1, -0.1, 0.0], [0.0, 0.0, 0.0], [0.0, 0.0, 0.0], [-0.1, 0.1, 0.0], [0.0, 0.0, 0.0], [0.1, 0.0, 0.0], [0.0, 0.0, 0.0], [0.0, 0.0, 0.0], [0.0, 0.0, 0.0], [0.0, 0.0, 0.0], [0.0, 0.0, 0.0], [0.0, 0.0, 0.0], [0.1, 0.0, 0.0], [0.1, 0.0, 0.0], [0.0, 0.0, 0.1], [0.1, 0.0, 0.1], [0.0, 0.1, 0.1], [0.1, 0.0, 0.0], [-0.4, -0.1, -0.1], [0.2, 0.1, 0.1], [-0.1, 0.1, -0.1], [0.0, 0.0, 0.0], [0.0, 0.0, 0.0], [0.0, 0.0, 0.0], [0.0, 0.0, 0.0], [-0.1, 0.0, 0.0], [-0.5, 0.4, -0.6]], "total_charge": 3, "multiplicity": 1, "homo_energy_ev": -16.0}

***

What is the formula in the third record?
C34H37As2FINOPPt